{
  "formula": "C13H30MnN5O7P2S2",
  "method": "the ωB97M-V functional and the def2-TZVPD basis",
  "elements": ["Mn", "C", "C", "N", "C", "C", "S", "C", "C", "N", "H", "H", "H", "H", "H", "H", "H", "H", "H", "H", "H", "H", "H", "H", "C", "C", "O", "P", "O", "O", "O", "P", "O", "O", "O", "H", "H", "H", "H", "H", "H", "H", "C", "H", "H", "C", "C", "C", "N", "N", "C", "N", "S", "H", "H", "H", "H", "H", "H", "H"],
  "positions_angstrom": [[-0.051, -0.215, 1.350], [4.144, -0.365, -0.133], [3.287, -0.937, -1.278], [1.896, -1.048, -0.878], [0.929, -0.902, -1.942], [0.946, 0.499, -2.568], [1.035, 1.872, -1.389], [2.808, 2.268, -1.343], [3.498, 2.040, 0.015], [3.549, 0.727, 0.606], [4.323, -1.172, 0.583], [5.123, -0.057, -0.520], [3.352, -0.290, -2.153], [3.711, -1.906, -1.585], [1.749, -1.887, -0.317], [1.067, -1.629, -2.763], [-0.060, -1.078, -1.519], [1.760, 0.619, -3.285], [0.018, 0.638, -3.124], [3.315, 1.735, -2.148], [2.896, 3.333, -1.574], [4.530, 2.401, -0.098], [3.013, 2.695, 0.743], [2.646, 0.405, 0.932], [-2.265, 3.718, -0.041], [-2.369, 2.898, 1.232], [-3.485, 3.372, 1.988], [-0.860, 3.013, 2.265], [-1.303, 2.532, 3.714], [-0.647, 4.581, 2.479], [0.306, 2.308, 1.698], [-2.494, 1.085, 0.911], [-3.995, 0.968, 0.347], [-2.321, 0.441, 2.263], [-1.499, 0.624, -0.112], [-2.087, 4.767, 0.197], [-3.205, 3.632, -0.586], [-1.453, 3.344, -0.664], [-3.686, 2.714, 2.666], [-1.467, 1.566, 3.665], [0.214, 4.761, 2.876], [-4.090, 0.111, -0.093], [1.272, -0.804, 2.906], [1.890, -0.089, 3.459], [0.766, -1.485, 3.601], [-3.404, -3.831, -2.718], [-3.564, -3.736, -1.200], [-2.276, -3.431, -0.503], [-2.010, -2.282, 0.001], [-0.786, -2.207, 0.613], [-0.040, -3.323, 0.533], [1.199, -3.408, 0.885], [-0.998, -4.599, -0.322], [-4.357, -4.054, -3.201], [-2.694, -4.616, -2.985], [-3.025, -2.890, -3.117], [-3.978, -4.671, -0.812], [-4.260, -2.936, -0.942], [1.972, -1.469, 2.327], [1.516, -4.351, 1.063]],
  "gap_ev": [6.60, 7.18],
  "s_squared": 8.757,
  "charge": -1,
  "relative_energy_kcal_mol": 16.4,
  "lumo_energy_ha": [0.0986, 0.0985],
  "e_homo_ev": [-3.92, -4.50],
  "spin_multiplicity": 6
}

{
  "formula": "CH3NO",
  "method": "the ωB97M-V functional and the def2-TZVPD basis",
  "elements": ["C", "N", "O", "H", "H", "H"],
  "positions_angstrom": [[-0.024, -0.707, -0.182], [-0.053, 0.628, 0.117], [0.592, 1.696, -0.331], [0.851, -0.953, -0.708], [-0.714, -1.405, 0.200], [-0.652, 0.742, 0.904]],
  "gap_ev": 9.53,
  "smiles": "C=[NH+][O-]",
  "relative_energy_kcal_mol": 78.8,
  "lumo_energy_ha": 0.0134,
  "e_homo_ev": -9.16
}

{
  "formula": "BCuH44O20",
  "method": "the ωB97M-V functional and the def2-TZVPD basis",
  "elements": ["Cu", "B", "H", "H", "H", "H", "O", "H", "H", "O", "H", "H", "O", "H", "H", "O", "H", "H", "O", "H", "H", "O", "H", "H", "O", "H", "H", "O", "H", "H", "O", "H", "H", "O", "H", "H", "O", "H", "H", "O", "H", "H", "O", "H", "H", "O", "H", "H", "O", "H", "H", "O", "H", "H", "O", "H", "H", "O", "H", "H", "O", "H", "H", "O", "H", "H"],
  "positions_angstrom": [[-0.262, -0.046, -0.008], [0.895, 0.567, 1.930], [-0.051, 0.964, 2.264], [1.206, 1.127, 1.063], [1.631, 0.683, 2.711], [0.845, -0.471, 1.638], [-0.997, -3.998, -2.036], [-0.606, -4.833, -1.778], [-1.702, -4.239, -2.637], [1.517, 4.149, -0.851], [1.405, 4.944, -0.331], [2.460, 4.089, -0.998], [-4.480, -1.619, 0.798], [-4.727, -2.543, 0.839], [-5.261, -1.177, 0.466], [-0.402, -2.201, 0.273], [-0.637, -2.686, -0.518], [0.104, -2.824, 0.795], [-3.104, 2.663, -1.836], [-3.996, 2.578, -1.499], [-3.146, 2.299, -2.720], [4.618, -0.346, -0.414], [4.056, -1.091, -0.199], [5.240, -0.692, -1.055], [-2.411, 0.254, 0.786], [-2.713, 0.971, 1.344], [-3.200, -0.253, 0.599], [0.431, 2.729, 3.824], [0.657, 2.130, 3.113], [-0.213, 3.325, 3.439], [0.716, -1.827, -3.640], [1.082, -1.666, -4.509], [1.046, -2.693, -3.397], [3.014, -2.502, 0.024], [3.124, -2.681, 0.958], [2.825, -3.357, -0.363], [-3.640, 1.892, 2.659], [-3.693, 1.013, 3.032], [-4.552, 2.150, 2.523], [3.503, -0.040, -3.311], [4.009, 0.069, -2.505], [3.788, 0.682, -3.872], [-0.997, -0.550, -1.922], [-0.393, -0.900, -2.576], [-1.867, -0.743, -2.269], [-0.343, 2.169, -0.765], [0.432, 2.727, -0.819], [-1.023, 2.656, -1.232], [2.563, -1.483, 3.632], [3.123, -0.743, 3.863], [1.735, -1.084, 3.366], [3.444, 2.371, 2.524], [2.767, 1.734, 2.300], [2.973, 3.199, 2.619], [1.627, -0.509, -1.181], [1.798, -0.673, -2.108], [2.068, -1.225, -0.725], [0.939, -3.785, 2.196], [1.097, -4.648, 2.579], [1.306, -3.170, 2.831], [-3.812, -0.573, -3.328], [-3.495, 0.257, -3.685], [-3.502, -1.234, -3.947], [-2.810, 3.941, 0.688], [-3.119, 3.439, -0.067], [-2.890, 3.338, 1.426]],
  "gap_ev": [8.97, 7.40],
  "s_squared": 0.751,
  "charge": 1,
  "relative_energy_kcal_mol": 15.8,
  "lumo_energy_ha": [-0.1100, -0.1674],
  "e_homo_ev": [-11.96, -11.96],
  "spin_multiplicity": 2
}

{
  "formula": "C15H19NO2S",
  "method": "the ωB97M-V functional and the def2-TZVPD basis",
  "elements": ["C", "C", "C", "O", "C", "C", "C", "C", "C", "C", "O", "C", "C", "C", "S", "C", "C", "C", "N", "H", "H", "H", "H", "H", "H", "H", "H", "H", "H", "H", "H", "H", "H", "H", "H", "H", "H", "H"],
  "positions_angstrom": [[2.494, 2.805, -3.222], [1.695, 2.570, -1.948], [0.854, 1.302, -2.048], [0.108, 1.182, -0.850], [-0.670, 0.089, -0.654], [-0.834, -0.939, -1.580], [-1.637, -2.020, -1.283], [-2.301, -2.116, -0.061], [-3.139, -3.313, 0.186], [-3.830, -3.403, 1.525], [-3.262, -4.181, -0.651], [-2.140, -1.082, 0.859], [-1.346, 0.014, 0.579], [-1.168, 1.089, 1.601], [0.021, 0.585, 2.902], [1.523, 0.452, 1.869], [2.760, 0.340, 2.755], [3.940, 0.318, 1.928], [4.853, 0.312, 1.241], [3.086, 3.711, -3.131], [1.831, 2.910, -4.078], [3.168, 1.972, -3.408], [1.031, 3.416, -1.759], [2.373, 2.477, -1.098], [0.175, 1.365, -2.909], [1.508, 0.429, -2.175], [-0.334, -0.901, -2.535], [-1.762, -2.819, -1.998], [-4.512, -2.565, 1.651], [-3.098, -3.381, 2.329], [-4.392, -4.333, 1.575], [-2.630, -1.115, 1.820], [-2.094, 1.280, 2.143], [-0.797, 2.011, 1.157], [1.569, 1.347, 1.249], [1.422, -0.428, 1.231], [2.817, 1.195, 3.434], [2.721, -0.574, 3.353]],
  "gap_ev": 9.25,
  "smiles": "CCCOc1ccc(C(C)=O)cc1CSCCC#N",
  "relative_energy_kcal_mol": 21.3,
  "lumo_energy_ha": 0.0161,
  "e_homo_ev": -8.81
}

{
  "formula": "C2H8N2",
  "method": "the ωB97M-V functional and the def2-TZVPD basis",
  "elements": ["C", "C", "N", "H", "H", "H", "H", "H", "N", "H", "H", "H"],
  "positions_angstrom": [[1.020, -0.621, 1.597], [0.424, -1.167, 0.459], [0.628, -2.550, 0.186], [1.721, -1.226, 2.177], [0.861, 0.449, 2.037], [-0.353, -0.595, -0.092], [0.545, -2.751, -0.757], [1.039, -3.181, 0.830], [-1.658, 3.583, -1.876], [-2.667, 3.323, -1.819], [-1.135, 2.960, -1.385], [-1.459, 4.520, -1.490]],
  "gap_ev": 9.11,
  "smiles": "C=CN.N",
  "relative_energy_kcal_mol": 26.2,
  "lumo_energy_ha": 0.0344,
  "e_homo_ev": -8.17
}

{
  "formula": "C6H8N2",
  "method": "the ωB97M-V functional and the def2-TZVPD basis",
  "elements": ["C", "C", "C", "C", "C", "C", "H", "H", "H", "H", "H", "H", "H", "H", "N", "N"],
  "positions_angstrom": [[-1.749, 0.009, -0.056], [-0.883, 1.357, -0.328], [-0.091, 0.556, 0.492], [-0.073, -0.656, -0.409], [1.002, -1.272, 0.058], [1.864, 0.052, -0.120], [-2.216, 0.216, 0.989], [-2.643, -0.125, -0.791], [-1.276, 2.192, 0.335], [-0.372, 0.514, 1.517], [-0.163, -0.480, -1.470], [1.156, -1.449, 1.109], [2.225, 0.157, -1.123], [2.767, 0.191, 0.495], [0.951, 1.274, 0.038], [-0.935, -1.488, 0.122]],
  "gap_ev": 5.90,
  "relative_energy_kcal_mol": 427.4,
  "lumo_energy_ha": -0.0755,
  "e_homo_ev": -7.95
}